This record from the OMol25 dataset describes C33H82InN7O24V as an isolated structure. The level of theory is ωB97M-V with the def2-TZVPD basis set.

Computed properties:
HOMO level   -6.17 eV
Gap between HOMO and LUMO   2.95 eV
Max |F|   7.28 eV/Å
Calculated total energy   -4629.4309 hartree
Molecular weight   1126.81 g/mol
Total charge   -1

Last column: Löwdin charge in e.
Geometry (Å):
O -1.491712 -1.292815 -5.609000  -0.35
V -1.076992 -0.676605 -4.141520  0.95
O -2.213072 0.434575 -3.814320  -0.35
In -0.701132 -4.865595 -2.258280  1.24
O 4.005308 -3.914085 -2.095400  0.08
C 3.491878 -4.896465 -1.315940  -0.72
O 4.127298 -5.441045 -0.377190  0.10
O 2.245708 -4.990875 -1.503750  0.02
H 3.356878 -3.708875 -2.772930  0.06
O -1.575242 -5.664805 2.643690  0.14
C -1.326422 -5.438395 1.377450  -0.88
O -2.253862 -5.468075 0.598470  0.07
O -0.179522 -5.319835 0.951330  0.13
H -2.440602 -6.072795 2.564310  0.13
O 2.134248 -1.207965 -4.340180  0.07
C 1.577748 -2.469645 -4.228970  -0.75
O 0.360558 -2.651815 -4.057750  -0.12
O 2.205838 -3.540035 -4.403280  -0.01
H 3.039968 -1.494115 -4.479460  0.11
O -0.615032 -0.334795 0.109750  0.16
C -0.326602 -1.067805 -0.909600  -0.80
O 0.085728 -2.205075 -0.738510  0.02
O -0.387392 -0.566845 -2.077300  -0.09
H -0.371622 -0.973095 0.784220  0.07
O -4.656972 -2.389315 -3.195180  0.11
C -3.522822 -2.737085 -2.611400  -0.84
O -3.391512 -3.506785 -1.619570  -0.01
O -2.588182 -2.380225 -3.256600  -0.04
H -4.266172 -1.882185 -3.910510  0.12
C 2.195658 -1.043745 2.350360  -0.06
C 2.258408 -2.475185 2.777140  -0.38
C 1.266378 -2.997265 3.865840  -0.21
O 1.354918 -4.333545 4.243540  -0.16
C 0.291728 -4.696385 5.190390  -0.07
N 2.020918 -3.199185 1.536920  0.13
H 3.008368 -0.687695 1.717250  0.07
H 2.248648 -0.534085 3.312410  0.07
H 1.215828 -0.775645 1.955180  0.06
H 3.320578 -2.608375 2.982430  0.14
H 0.252768 -2.769525 3.535940  0.10
H 1.378568 -2.332565 4.722400  0.11
H -0.681612 -4.464905 4.757820  0.06
H 0.482968 -4.098185 6.081270  0.08
H 0.169648 -5.769175 5.339800  0.09
H 1.170768 -2.760995 1.212360  0.04
H 2.701958 -2.788695 0.914190  0.05
C 5.412118 3.997045 1.233500  -0.06
C 4.407288 4.022735 0.046830  -0.43
C 3.259688 5.071235 0.256470  -0.18
O 2.388648 4.839555 1.400930  -0.21
C 1.666038 3.547785 1.409740  -0.05
N 5.181848 4.277805 -1.153940  0.04
H 5.774298 4.991585 1.493910  0.08
H 6.319838 3.420195 1.056320  0.07
H 5.070988 3.537945 2.161370  0.07
H 3.977208 3.022205 0.001230  0.10
H 2.629408 5.089395 -0.632640  0.11
H 3.732478 6.052695 0.292550  0.12
H 0.787238 3.711105 2.033540  0.07
H 2.383508 2.851915 1.844590  0.08
H 1.344558 3.206975 0.425570  0.09
H 4.766188 4.992675 -1.733840  0.06
H 6.114938 4.586725 -0.921550  0.06
C -0.030692 0.661155 5.061620  -0.06
C -0.910282 1.109575 3.916660  -0.41
C -2.058242 0.123975 3.527400  -0.19
O -1.396992 -1.042195 3.051920  -0.21
C -2.387652 -2.030095 2.637830  -0.05
N -1.422372 2.525545 3.959430  0.04
H 0.676018 -0.152575 4.898820  0.05
H -0.632072 0.636115 5.970360  0.08
H 0.692128 1.475135 5.116990  0.07
H -0.230882 1.175535 3.066850  0.12
H -2.497842 0.668255 2.691570  0.12
H -2.782112 -0.005935 4.331910  0.13
H -2.871872 -1.592795 1.764680  0.08
H -3.310002 -2.135835 3.208960  0.09
H -1.933622 -2.934845 2.233620  0.08
H -0.734622 3.255525 4.078700  0.06
H -1.984882 2.532355 4.798270  0.06
C -0.358142 3.164865 -4.957740  -0.04
C 0.911978 2.328495 -5.094140  -0.44
C 2.163378 2.811105 -4.433130  -0.15
O 3.230088 1.782985 -4.498550  -0.18
C 4.509278 2.384515 -4.549940  -0.12
N 0.540798 1.057215 -4.535760  0.05
H -0.286152 4.165245 -5.384550  0.08
H -0.682302 3.137975 -3.917400  0.09
H -1.065682 2.637465 -5.597530  0.09
H 1.152768 2.264625 -6.155290  0.15
H 1.937078 2.973225 -3.379270  0.13
H 2.484068 3.802905 -4.751850  0.13
H 5.228918 1.566275 -4.576590  0.09
H 4.742778 3.077235 -3.741420  0.07
H 4.738708 2.854745 -5.506150  0.08
H 1.383138 0.525005 -4.701050  0.05
H 0.731108 1.454045 -3.626690  0.09
C -8.380022 -3.602075 0.063640  -0.09
C -7.513382 -2.583495 -0.723870  -0.40
C -7.057922 -1.408095 0.267830  -0.14
O -5.821782 -0.882725 -0.276730  -0.20
C -5.389142 0.278445 0.344880  -0.13
N -6.483382 -3.455525 -1.193000  0.04
H -8.979022 -4.216955 -0.608090  0.06
H -9.140622 -3.234885 0.752660  0.06
H -7.728712 -4.196045 0.704810  0.08
H -7.973962 -2.171695 -1.621860  0.13
H -6.870552 -1.791135 1.270960  0.11
H -7.826942 -0.655975 0.443970  0.11
H -6.109422 1.093335 0.272430  0.08
H -4.378402 0.467835 -0.016550  0.10
H -5.249992 -0.097755 1.358400  0.08
H -5.936732 -2.977365 -1.894870  0.03
H -6.948182 -3.969285 -1.927930  0.08
C -6.059752 3.833095 1.764800  -0.06
C -4.633572 3.684465 1.104250  -0.37
C -4.544302 4.103635 -0.437430  -0.18
O -5.297432 3.191295 -1.216980  -0.22
C -4.968862 3.236585 -2.611650  -0.08
N -3.619222 4.455205 1.865080  0.02
H -6.347162 4.864875 1.967120  0.06
H -5.886482 3.302295 2.700920  0.07
H -6.901072 3.290375 1.333830  0.06
H -4.299972 2.657605 1.253820  0.11
H -3.503012 4.144635 -0.757030  0.12
H -5.063312 5.061295 -0.477570  0.11
H -4.225152 2.496935 -2.908170  0.07
H -4.600402 4.214295 -2.922160  0.08
H -5.902212 2.854525 -3.025140  0.09
H -4.106682 5.301605 2.122180  0.05
H -3.253212 4.147615 2.754760  0.04
C 5.187258 0.239735 -1.126810  -0.06
C 5.836118 -0.994185 -0.500130  -0.40
C 6.741898 -0.578655 0.695400  -0.21
O 7.737378 -1.565065 0.906920  -0.19
C 8.738668 -1.169655 1.895310  -0.09
N 4.706368 -1.907505 -0.168900  0.06
H 5.819528 0.912865 -1.705800  0.07
H 4.833588 0.796745 -0.259200  0.06
H 4.290238 -0.025765 -1.686240  0.08
H 6.504668 -1.485765 -1.206890  0.13
H 6.105998 -0.375215 1.556980  0.13
H 7.219988 0.294925 0.252220  0.11
H 9.560518 -1.868685 2.050270  0.08
H 8.328218 -0.832955 2.847290  0.08
H 9.315158 -0.369955 1.430310  0.07
H 4.321828 -2.269735 -1.029720  0.05
H 5.087748 -2.656825 0.390710  0.08

Cartesian forces (eV/Å) of the 6 atoms listed first:
O 1.149 1.651 2.627
V -3.074 -0.004 -0.945
O 1.614 -1.527 -0.792
In 0.216 1.672 0.728
O 1.959 -0.780 0.642
C -0.387 1.318 1.155